1.
{"formula": "C4H7NO", "method": "ωB97M-V/def2-TZVPD", "elements": ["C", "C", "C", "N", "C", "O", "H", "H", "H", "H", "H", "H", "H"], "positions_angstrom": [[-0.668143, 1.202591, -0.844963], [0.069565, -0.279274, 0.060755], [-0.517865, -1.661798, -0.190240], [0.721773, -1.136402, -0.845458], [0.611491, 0.231441, 1.324707], [1.599927, -0.262327, 1.829069], [0.244541, 1.350715, -1.411436], [-1.501833, 1.067738, -1.550427], [-0.883650, 1.982156, -0.115454], [-0.298459, -2.240865, 0.722038], [-1.029835, 0.091716, -0.397640], [1.603451, -1.397321, -0.391033], [0.049036, 1.051631, 1.810082]], "atomic_forces_ev_per_a": [[0.16, 0.29, -0.10], [0.11, 0.10, 0.02], [-0.14, -0.15, 0.13], [0.16, 0.11, 0.00], [0.42, -0.29, 0.21], [-0.57, 0.34, -0.27], [-0.12, 0.03, 0.07], [0.12, -0.08, 0.14], [0.06, -0.15, -0.11], [0.01, 0.11, -0.13], [-0.15, -0.23, 0.08], [-0.12, -0.01, -0.02], [0.08, -0.06, 0.00]], "nbo_charge": [-0.69, -0.07, -0.36, -0.60, 0.38, -0.52, 0.28, 0.27, 0.24, 0.16, 0.42, 0.37, 0.12], "lumo_ev": 0.3, "mol_weight_g_mol": 85.1, "spin_multiplicity": 1, "fmax_ha_per_bohr": 0.014, "e_homo_ev": -7.526, "e_above_lowest_kcal_mol": 174.8, "gap_ev": 7.8568}


2.
{"formula": "C28H22N4OPdS2Si", "method": "ωB97M-V/def2-TZVPD", "elements": ["Pd", "C", "Si", "C", "C", "N", "C", "C", "C", "C", "C", "C", "O", "C", "C", "C", "C", "C", "C", "H", "H", "H", "H", "H", "H", "H", "H", "H", "H", "H", "H", "H", "H", "H", "H", "H", "H", "S", "C", "C", "N", "C", "S", "C", "N", "N", "C", "C", "C", "C", "C", "C", "C", "C", "C", "H", "H", "H", "H"], "positions_angstrom": [[1.320879, -0.137109, -1.236737], [-2.394948, 2.250802, -2.133820], [-1.047758, 1.175965, -2.908553], [0.438744, 2.305405, -3.115352], [-1.559396, 0.797386, -4.699671], [-0.716090, -0.222497, -1.965547], [-1.713952, -1.037829, -1.531640], [-2.987874, -1.122665, -2.143914], [-4.012477, -1.929881, -1.672999], [-3.832184, -2.714063, -0.545722], [-2.592959, -2.671259, 0.089497], [-1.566099, -1.886446, -0.396318], [-0.360016, -1.785120, 0.266802], [0.103426, -2.782953, 1.066814], [0.670866, -2.398619, 2.274547], [1.248947, -3.353374, 3.096746], [1.258363, -4.690760, 2.723804], [0.696676, -5.062450, 1.508371], [0.123832, -4.116203, 0.674852], [-2.525102, 3.174941, -2.705647], [-2.083693, 2.519543, -1.120398], [-3.361493, 1.747712, -2.067759], [0.104527, 3.225017, -3.611051], [1.219424, 1.849435, -3.728312], [0.882156, 2.570850, -2.156744], [-1.521188, 1.716298, -5.294017], [-2.558512, 0.371599, -4.807434], [-0.846306, 0.090393, -5.132610], [-3.165323, -0.533821, -3.033269], [-4.959850, -1.941117, -2.202050], [-4.626509, -3.339144, -0.157221], [-2.420843, -3.255891, 0.984468], [0.683839, -1.344355, 2.520344], [1.710073, -3.046154, 4.027733], [1.719502, -5.434064, 3.362290], [0.725963, -6.098753, 1.193578], [-0.291196, -4.391912, -0.285126], [2.348793, -2.396135, -1.665727], [3.986158, -1.998048, -1.262241], [4.905522, -3.102027, -1.181213], [5.642490, -3.986899, -1.128304], [4.431084, -0.743999, -0.977454], [3.421075, 0.670166, -1.183069], [5.777359, -0.510926, -0.553873], [6.856323, -0.287025, -0.212146], [-0.717213, 6.467010, 5.978544], [-0.490550, 5.709067, 5.140965], [-0.210381, 4.767228, 4.097709], [0.972766, 4.858732, 3.359892], [1.239407, 3.953570, 2.355271], [0.335197, 2.921152, 2.046017], [-0.850480, 2.843274, 2.798553], [-1.118645, 3.746864, 3.804541], [0.612160, 1.995648, 1.010886], [0.850781, 1.199308, 0.121381], [1.679874, 5.646795, 3.586552], [2.156120, 4.018208, 1.784874], [-1.554739, 2.055512, 2.566711], [-2.036551, 3.673619, 4.374195]], "atomic_forces_ev_per_a": [[0.02, -0.25, 0.36], [-0.02, -0.02, 0.02], [0.07, 0.07, -0.06], [-0.02, -0.01, -0.02], [0.01, 0.01, 0.00], [-0.04, -0.19, 0.19], [0.08, -0.04, -0.02], [0.00, -0.02, -0.01], [0.01, -0.01, 0.02], [-0.02, 0.02, -0.02], [0.05, 0.00, -0.01], [0.01, -0.01, 0.03], [-0.15, 0.03, 0.13], [0.07, 0.02, -0.01], [0.03, 0.03, -0.04], [0.02, -0.03, 0.00], [-0.01, 0.02, 0.01], [-0.01, 0.01, 0.01], [-0.06, -0.03, -0.01], [-0.01, -0.01, -0.01], [0.00, 0.00, 0.00], [0.01, -0.01, 0.01], [0.00, -0.03, -0.04], [0.01, -0.02, 0.03], [-0.01, 0.04, 0.00], [0.00, 0.00, 0.00], [0.00, 0.00, 0.00], [-0.01, 0.00, 0.00], [0.00, 0.00, 0.01], [0.00, 0.00, 0.00], [0.00, 0.00, 0.00], [0.01, -0.01, 0.01], [-0.01, 0.00, 0.01], [-0.01, 0.00, 0.00], [0.00, 0.00, 0.00], [0.00, 0.00, -0.01], [0.01, 0.00, -0.01], [-0.21, 0.54, -0.27], [-0.04, -0.29, 0.13], [0.03, 0.10, -0.04], [-0.03, -0.03, 0.00], [-0.11, 0.18, -0.24], [0.40, -0.10, 0.51], [0.00, -0.02, -0.07], [-0.01, 0.00, 0.00], [0.00, 0.01, 0.01], [0.01, -0.02, -0.02], [0.00, -0.03, -0.03], [0.03, 0.05, 0.03], [0.00, -0.02, -0.01], [0.00, -0.01, 0.01], [-0.01, -0.01, -0.02], [-0.04, 0.01, 0.04], [-0.11, 0.08, 0.13], [0.05, 0.04, -0.70], [0.00, 0.00, -0.01], [0.00, 0.00, 0.01], [0.00, 0.00, 0.01], [0.00, -0.01, -0.01]], "nbo_charge": [0.60, -1.14, 1.84, -1.14, -1.13, -1.12, 0.16, -0.30, -0.21, -0.31, -0.29, 0.30, -0.53, 0.41, -0.28, -0.21, -0.24, -0.21, -0.28, 0.21, 0.24, 0.23, 0.21, 0.24, 0.26, 0.21, 0.21, 0.23, 0.20, 0.19, 0.19, 0.21, 0.23, 0.20, 0.20, 0.20, 0.23, -0.28, -0.29, 0.30, -0.40, -0.34, -0.12, 0.30, -0.40, -0.39, 0.31, -0.25, -0.15, -0.21, -0.05, -0.16, -0.18, -0.24, -0.14, 0.21, 0.23, 0.22, 0.21], "lumo_ev": 4.4, "mol_weight_g_mol": 629.2, "spin_multiplicity": 1, "fmax_ha_per_bohr": 0.014, "total_charge": -2, "e_homo_ev": -1.717, "e_above_lowest_kcal_mol": 18.2, "gap_ev": 6.0812}


3.
{"formula": "C4H8N2", "method": "ωB97M-V/def2-TZVPD", "elements": ["C", "C", "N", "C", "N", "C", "H", "H", "H", "H", "H", "H", "H", "H"], "positions_angstrom": [[3.346403, 0.235147, -0.056403], [1.956006, -0.030100, 0.002338], [0.834932, -0.433450, 0.050084], [-0.454228, -0.600361, 0.110313], [-1.358099, 0.262258, -0.138049], [-2.772844, 0.140649, 0.027375], [3.471067, 0.938739, 0.847810], [3.862754, -0.648259, 0.231332], [3.630408, 0.935021, -0.836542], [-0.756878, -1.493261, 0.709564], [-1.049123, 1.009608, -0.718515], [-3.211128, -0.810491, 0.454944], [-3.384011, 0.247330, -0.907155], [-3.092278, 0.958692, 0.635241]], "atomic_forces_ev_per_a": [[-1.16, 2.39, 2.24], [-3.31, -1.98, -0.42], [6.70, 2.92, -1.15], [-3.94, -2.24, 3.17], [0.98, -1.04, -1.43], [-3.05, -1.33, -0.21], [-0.05, -0.72, -0.57], [0.94, -0.96, -0.39], [0.23, -0.52, -0.77], [0.11, 0.39, -0.82], [0.06, 1.49, -0.37], [1.41, 0.81, -0.12], [1.22, 0.15, 0.23], [-0.15, 0.65, 0.63]], "nbo_charge": [-0.79, 0.86, -0.35, 0.38, -0.31, -0.49, 0.37, 0.35, 0.37, 0.29, 0.45, 0.29, 0.30, 0.28], "lumo_ev": -11.3, "mol_weight_g_mol": 84.1, "spin_multiplicity": 1, "fmax_ha_per_bohr": 0.144, "total_charge": 2, "e_homo_ev": -21.296, "e_above_lowest_kcal_mol": 16.6, "gap_ev": 9.9518, "smiles": "CC#[N+]/C=[NH+]/C"}


4.
{"formula": "C37H45N4O7S4Tl", "method": "ωB97M-V/def2-TZVPD", "elements": ["Tl", "C", "O", "C", "C", "C", "C", "C", "C", "N", "N", "C", "O", "C", "C", "C", "C", "C", "C", "C", "O", "H", "H", "H", "H", "H", "H", "H", "H", "H", "H", "H", "H", "C", "N", "C", "S", "N", "C", "H", "H", "H", "H", "H", "H", "H", "H", "O", "C", "O", "C", "C", "C", "C", "S", "C", "C", "H", "H", "H", "H", "H", "C", "C", "S", "O", "C", "C", "H", "H", "H", "H", "H", "H", "H", "H", "H", "H", "C", "C", "C", "C", "C", "C", "C", "S", "C", "O", "H", "H", "H", "H", "H", "H", "H", "H", "H", "H"], "positions_angstrom": [[-0.436390, 0.941268, -0.220797], [-3.027539, -1.766783, 1.407529], [-2.879470, -2.032188, 2.803749], [-1.647006, -2.065849, 3.338624], [-1.551633, -2.119017, 4.720184], [-0.327626, -2.160468, 5.395440], [0.871171, -2.157830, 4.717234], [0.795198, -2.115860, 3.325491], [1.761468, -2.134421, 2.283695], [1.153562, -2.112685, 1.129200], [1.728926, -2.264180, -0.058699], [1.024238, -2.030767, -1.185912], [-0.104377, -1.537193, -1.286851], [1.798248, -2.355857, -2.431089], [3.119427, -2.788232, -2.404265], [3.796198, -3.026808, -3.591397], [3.158465, -2.835357, -4.809298], [1.836760, -2.410302, -4.838832], [1.162455, -2.170067, -3.652913], [-0.422985, -2.072415, 2.662240], [-0.225435, -2.050603, 1.303740], [-4.097835, -1.750589, 1.225908], [-2.612634, -0.792441, 1.156965], [-2.558999, -2.543820, 0.802956], [-2.481469, -2.101224, 5.272809], [-0.334326, -2.190378, 6.476642], [1.821774, -2.202925, 5.228826], [2.836127, -2.180698, 2.306842], [3.610617, -2.924671, -1.451082], [4.826727, -3.357074, -3.566868], [3.692105, -3.014408, -5.734170], [1.338025, -2.254666, -5.787448], [0.135853, -1.827186, -3.649658], [0.662105, 4.512578, -1.540812], [1.649472, 3.449865, -1.507262], [1.674511, 2.435579, -2.405419], [2.576637, 1.051695, -2.131028], [0.888136, 2.597491, -3.500181], [0.885532, 1.644912, -4.596872], [0.793247, 5.125635, -0.652650], [-0.364863, 4.131666, -1.553888], [0.804780, 5.164639, -2.406185], [1.952582, 3.154498, -0.582333], [0.613595, 3.539057, -3.727621], [0.832152, 0.637282, -4.190744], [1.788991, 1.715382, -5.206073], [0.007520, 1.835907, -5.214180], [-6.266112, 5.760548, 3.524697], [-5.863737, 5.122595, 2.396112], [-6.441849, 5.346612, 1.367047], [-4.721924, 4.174064, 2.518020], [-4.378131, 3.432536, 1.389526], [-3.338227, 2.526311, 1.419605], [-2.582365, 2.315332, 2.588678], [-1.254180, 1.182916, 2.652661], [-2.932994, 3.073157, 3.718204], [-3.979231, 3.976415, 3.681431], [-5.733169, 5.474957, 4.274736], [-4.958304, 3.582001, 0.487755], [-3.109885, 1.947381, 0.531949], [-2.364495, 2.931005, 4.628565], [-4.185202, 4.534339, 4.590325], [-3.168211, 2.916790, -3.476317], [-3.564136, 1.504890, -3.883870], [-2.578774, 0.320477, -2.945136], [-2.880346, 0.615044, -1.500445], [-3.473872, -1.189992, -3.359632], [-2.874775, -1.868890, -4.584380], [-3.803572, 3.646998, -3.976251], [-2.127744, 3.124326, -3.735077], [-3.282920, 3.041642, -2.400141], [-3.366646, 1.314858, -4.941512], [-4.612909, 1.300604, -3.662787], [-4.529248, -0.949219, -3.487938], [-3.357480, -1.798568, -2.462384], [-3.026625, -1.276466, -5.488231], [-3.339841, -2.841176, -4.742465], [-1.803392, -2.023814, -4.454953], [7.149929, 3.759151, 4.803469], [5.784617, 3.453553, 4.245958], [4.711116, 3.181708, 5.093091], [3.453147, 2.905869, 4.581282], [3.256169, 2.925238, 3.206343], [4.309294, 3.177135, 2.346217], [5.566145, 3.441781, 2.872174], [1.631435, 2.500240, 2.572236], [0.861605, 4.089042, 2.874689], [1.785158, 2.425948, 1.074016], [7.256705, 3.371909, 5.816101], [7.319726, 4.837243, 4.840982], [7.934490, 3.324097, 4.184780], [4.868725, 3.171785, 6.165230], [2.628384, 2.671008, 5.245731], [4.141668, 3.146715, 1.276233], [6.394542, 3.634169, 2.200042], [1.501697, 4.863012, 2.453358], [0.728268, 4.227642, 3.947007], [-0.110616, 4.056343, 2.383779]], "atomic_forces_ev_per_a": [[0.10, 0.20, -0.01], [-0.04, 0.02, -0.09], [0.11, -0.08, 0.01], [-0.16, 0.10, -0.06], [0.06, 0.01, 0.04], [-0.04, 0.00, -0.04], [0.00, -0.01, 0.05], [0.09, 0.01, -0.04], [0.08, 0.06, 0.10], [-0.10, 0.13, -0.08], [-0.03, -0.30, -0.04], [0.30, 0.36, -0.05], [-0.39, -0.13, 0.20], [-0.02, -0.05, 0.04], [-0.02, -0.04, 0.00], [-0.02, 0.02, 0.01], [0.01, 0.00, 0.01], [0.00, 0.02, 0.02], [0.00, -0.05, -0.04], [-0.06, -0.06, -0.06], [0.00, -0.11, -0.02], [-0.02, -0.04, 0.01], [0.04, 0.04, 0.03], [-0.02, -0.02, 0.00], [0.01, -0.01, 0.00], [0.00, -0.01, 0.00], [0.00, 0.03, 0.00], [-0.01, -0.01, -0.03], [0.01, 0.00, -0.02], [0.00, 0.01, 0.00], [0.00, -0.01, 0.00], [-0.01, -0.02, -0.01], [0.07, 0.04, 0.03], [0.08, -0.04, -0.03], [-0.16, -0.16, -0.10], [-0.06, 0.08, 0.05], [-0.01, 0.01, -0.04], [0.15, -0.05, -0.11], [-0.01, 0.02, 0.06], [-0.01, -0.01, 0.02], [-0.01, 0.00, -0.01], [0.01, 0.03, 0.00], [0.13, 0.14, -0.01], [-0.10, 0.00, 0.05], [-0.02, 0.01, 0.00], [0.01, -0.01, -0.01], [0.02, 0.02, -0.02], [0.03, 0.00, 0.00], [0.02, -0.01, 0.04], [0.02, -0.01, -0.01], [-0.06, 0.04, 0.01], [0.00, -0.01, -0.06], [0.05, -0.08, 0.04], [-0.04, 0.04, -0.19], [-0.14, 0.01, 0.02], [0.04, -0.03, -0.04], [0.05, 0.01, 0.04], [-0.03, -0.01, -0.01], [0.02, -0.02, 0.00], [-0.07, 0.01, -0.01], [-0.02, 0.02, 0.02], [0.01, -0.02, 0.01], [0.02, -0.03, -0.02], [0.01, 0.03, 0.02], [0.20, 0.06, 0.19], [-0.13, -0.06, -0.08], [0.04, -0.05, -0.08], [-0.01, 0.06, -0.01], [0.02, 0.00, -0.02], [-0.01, -0.01, 0.00], [-0.02, 0.01, 0.01], [-0.05, -0.04, 0.00], [-0.01, 0.03, 0.00], [-0.03, -0.03, 0.07], [0.04, -0.01, -0.01], [0.00, 0.00, 0.00], [-0.02, 0.01, 0.00], [-0.06, -0.03, -0.01], [-0.06, 0.00, 0.00], [0.02, 0.00, 0.04], [0.01, 0.00, -0.02], [0.01, 0.04, -0.04], [-0.02, -0.04, 0.06], [0.00, 0.03, -0.09], [-0.01, 0.00, -0.02], [0.36, -0.04, -0.11], [-0.08, 0.02, 0.00], [-0.05, -0.03, 0.38], [0.01, 0.00, 0.00], [0.00, 0.00, 0.00], [0.00, 0.00, 0.00], [-0.01, -0.01, 0.00], [0.02, -0.01, 0.01], [0.00, -0.02, 0.01], [-0.01, -0.01, 0.00], [-0.03, 0.02, 0.00], [0.02, 0.00, 0.00], [-0.02, -0.04, 0.05]], "lowdin_charge": [0.85, -0.04, -0.05, -0.25, 0.01, -0.07, -0.03, -0.13, 0.09, -0.08, 0.15, -0.48, -0.12, -0.17, -0.03, -0.08, -0.09, -0.08, -0.05, -0.15, 0.07, 0.10, 0.04, 0.10, 0.13, 0.11, 0.11, 0.16, 0.11, 0.10, 0.10, 0.10, 0.08, -0.08, -0.06, -0.92, 0.65, -0.05, -0.11, 0.09, 0.08, 0.08, 0.04, 0.11, 0.04, 0.09, 0.08, 0.10, -0.49, 0.10, -0.16, -0.02, -0.11, -0.68, 0.53, -0.12, -0.04, 0.08, 0.12, 0.05, 0.10, 0.10, -0.13, -0.38, 0.87, -0.64, -0.38, -0.12, 0.08, 0.06, 0.07, 0.09, 0.09, 0.09, 0.09, 0.07, 0.08, 0.05, -0.05, -0.27, -0.04, -0.08, -0.39, -0.06, -0.03, 0.85, -0.22, -0.65, 0.07, 0.08, 0.08, 0.11, 0.11, 0.11, 0.12, 0.07, 0.06, 0.04], "lumo_ev": -0.3, "mol_weight_g_mol": 990.4, "spin_multiplicity": 1, "fmax_ha_per_bohr": 0.009, "e_homo_ev": -6.848, "e_above_lowest_kcal_mol": 48.7, "gap_ev": 6.5776}


Repeat the third record exactly.
{"formula": "C4H8N2", "method": "ωB97M-V/def2-TZVPD", "elements": ["C", "C", "N", "C", "N", "C", "H", "H", "H", "H", "H", "H", "H", "H"], "positions_angstrom": [[3.346403, 0.235147, -0.056403], [1.956006, -0.030100, 0.002338], [0.834932, -0.433450, 0.050084], [-0.454228, -0.600361, 0.110313], [-1.358099, 0.262258, -0.138049], [-2.772844, 0.140649, 0.027375], [3.471067, 0.938739, 0.847810], [3.862754, -0.648259, 0.231332], [3.630408, 0.935021, -0.836542], [-0.756878, -1.493261, 0.709564], [-1.049123, 1.009608, -0.718515], [-3.211128, -0.810491, 0.454944], [-3.384011, 0.247330, -0.907155], [-3.092278, 0.958692, 0.635241]], "atomic_forces_ev_per_a": [[-1.16, 2.39, 2.24], [-3.31, -1.98, -0.42], [6.70, 2.92, -1.15], [-3.94, -2.24, 3.17], [0.98, -1.04, -1.43], [-3.05, -1.33, -0.21], [-0.05, -0.72, -0.57], [0.94, -0.96, -0.39], [0.23, -0.52, -0.77], [0.11, 0.39, -0.82], [0.06, 1.49, -0.37], [1.41, 0.81, -0.12], [1.22, 0.15, 0.23], [-0.15, 0.65, 0.63]], "nbo_charge": [-0.79, 0.86, -0.35, 0.38, -0.31, -0.49, 0.37, 0.35, 0.37, 0.29, 0.45, 0.29, 0.30, 0.28], "lumo_ev": -11.3, "mol_weight_g_mol": 84.1, "spin_multiplicity": 1, "fmax_ha_per_bohr": 0.144, "total_charge": 2, "e_homo_ev": -21.296, "e_above_lowest_kcal_mol": 16.6, "gap_ev": 9.9518, "smiles": "CC#[N+]/C=[NH+]/C"}